# C43H27F4N11O5RuS

C43H27F4N11O5RuS as an isolated structure in a non-equilibrium geometry (ωB97M-V with the def2-TZVPD basis set, the OMol25 dataset).

Positions of all 92 atoms, in Å:
Ru 14.59 12.09 14.38
C 15.67 12.91 18.40
C 15.48 12.90 16.91
N 15.24 11.81 16.19
N 15.57 10.51 16.56
C 16.60 9.82 16.05
N 17.15 8.85 16.73
S 17.44 10.33 14.64
C 15.39 14.17 16.18
C 15.35 15.47 16.78
C 15.32 16.54 15.88
C 15.23 16.30 14.53
C 15.15 15.01 14.01
N 15.24 13.96 14.83
H 14.67 13.11 18.76
H 16.34 13.68 18.74
H 16.01 11.97 18.78
H 14.81 9.98 16.99
H 16.87 8.59 17.69
H 18.01 8.44 16.28
H 15.28 15.64 17.87
H 15.29 17.50 16.33
H 15.09 17.05 13.79
H 15.09 14.86 12.96
C 7.98 6.32 6.22
O 7.59 7.66 6.58
C 8.54 8.52 7.03
C 8.02 9.70 7.63
C 8.76 10.64 8.28
C 10.12 10.42 8.36
C 10.67 9.23 7.84
C 9.93 8.33 7.14
N 11.09 11.23 8.95
N 10.66 12.34 9.40
C 11.41 12.98 10.34
C 10.66 13.81 11.21
C 11.12 13.90 12.50
C 12.37 13.37 12.90
O 12.76 13.12 14.13
C 13.22 12.87 11.87
N 14.34 12.27 12.36
C 15.26 11.65 11.58
C 14.97 11.58 10.22
C 13.70 11.99 9.71
C 12.77 12.64 10.56
H 7.09 5.79 5.96
H 8.42 5.76 7.09
H 8.74 6.37 5.43
H 6.90 9.67 7.72
H 8.29 11.48 8.79
H 11.73 9.03 8.03
H 10.39 7.41 6.66
H 9.70 14.15 10.76
H 10.44 14.26 13.29
H 16.62 10.09 11.88
H 15.70 11.34 9.45
H 13.20 11.65 8.79
O 12.31 9.34 16.59
C 11.14 9.25 15.89
C 10.08 8.43 16.43
C 8.80 8.59 15.92
C 8.61 9.41 14.77
C 9.75 9.94 14.14
C 11.03 9.84 14.65
C 12.22 10.33 13.87
O 12.17 10.37 12.64
O 13.38 10.41 14.54
H 12.18 8.94 17.46
H 10.27 7.60 17.10
H 7.93 8.16 16.46
H 7.62 9.53 14.29
H 9.55 10.52 13.23
F 19.91 10.56 13.39
C 19.78 11.96 13.08
C 20.91 12.72 13.50
F 21.72 12.21 14.42
C 21.03 14.09 13.08
C 19.80 14.66 12.63
C 18.73 13.91 12.24
F 17.48 14.46 12.11
C 18.70 12.52 12.41
C 17.75 11.71 11.72
C 16.49 11.09 12.27
N 16.26 11.03 13.71
C 18.08 11.30 10.44
N 18.27 10.81 9.39
F 19.69 16.02 12.68
C 22.31 14.65 12.91
C 22.62 15.95 12.47
N 22.86 17.01 12.02
C 23.53 13.98 12.96
N 24.61 13.46 12.90

Its spin multiplicity is 6. The calculation puts the HOMO energy (spin up / spin down) at -8.4 / -9.8 eV. The expectation value of S² is 8.9521. As for the total charge: +1.

---

# C2H5NO

One molecule with the formula C2H5NO in a non-equilibrium geometry (ωB97M-V with the def2-TZVPD basis set, the OMol25 dataset).

Positions of all 9 atoms, in Å:
C -1.09 0.38 0.26
C 0.39 0.38 0.07
O -1.77 -0.63 0.22
N 0.95 -0.91 -0.05
H 0.24 -1.59 -0.29
H 1.75 -0.97 -0.66
H -1.50 1.35 0.58
H 0.12 0.97 -0.93
H 0.91 1.02 0.79

Its SMILES is NCC=O. The energy relative to the best compared isomer or geometry (same formula, charge and spin) is 36.52 kcal per mole. The calculation puts the HOMO energy at -9.6 eV. As for the total charge: 0.

---

# C5H10O2

A 2-piece molecular cluster, C5H10O2 overall in a non-equilibrium geometry (ωB97M-V with the def2-TZVPD basis set, the OMol25 dataset).

Positions of all 17 atoms, in Å:
C 1.57 0.46 -0.41
C 0.59 -0.23 0.35
C 2.95 -0.13 -0.36
C -2.54 -0.66 0.58
C -1.84 0.05 -0.53
O 1.01 1.06 0.71
O -1.76 1.41 -0.49
H 1.48 0.89 -1.44
H 0.85 -1.03 1.03
H 3.03 -0.91 -1.10
H 2.92 -0.58 0.57
H 3.82 0.67 -0.26
H -2.76 -1.71 0.36
H -3.55 -0.24 0.85
H -1.80 -0.48 1.46
H -1.53 -0.43 -1.40
H -2.43 1.84 0.10

The energy relative to the best compared isomer or geometry (same formula, charge and spin) is 154.26 kcal per mole. The calculation puts the HOMO energy (spin up / spin down) at -7.7 / -7.0 eV. As for the total charge: 0.

---

| no. | E_tot (Eh) |
| --- | --- |
| 1 | -3525.2664 |
| 2 | -209.1641 |
| 3 | -346.7796 |